No. 1
Here is a structure of composition C26H34CaCl4N2O6S from the OMol25 dataset. Energies are from ωB97M-V/def2-TZVPD.

Orbital gap = 8.46 eV
LUMO = 0.390 eV
Electronic energy = -4488.8508 hartree
Energy relative to the best compared isomer or geometry (same formula, charge and spin) = 0.00 kJ/mol

Last column: Löwdin charge in e.
CARTESIAN COORDINATES (ANGSTROEM)
1 Ca -0.296 -0.770 0.010  1.36
2 C -1.877 2.271 -0.570  -0.08
3 O -1.096 1.519 0.358  -0.30
4 C -1.212 2.018 1.681  -0.18
5 C -0.186 1.318 2.529  -0.17
6 O -0.444 -0.075 2.409  -0.22
7 C 0.385 -0.895 3.222  -0.16
8 C -0.098 -2.307 3.033  -0.18
9 O -0.008 -2.626 1.656  -0.32
10 C -0.633 -3.869 1.354  -0.10
11 H -1.475 3.284 -0.651  0.10
12 H -1.818 1.766 -1.527  0.06
13 H -2.920 2.298 -0.244  0.10
14 H -1.026 3.097 1.693  0.14
15 H -2.224 1.826 2.057  0.14
16 H 0.828 1.536 2.178  0.10
17 H -0.282 1.633 3.573  0.14
18 H 1.432 -0.789 2.922  0.12
19 H 0.286 -0.606 4.274  0.14
20 H 0.514 -2.998 3.623  0.14
21 H -1.141 -2.390 3.361  0.14
22 H -0.133 -4.680 1.890  0.10
23 H -1.692 -3.832 1.615  0.09
24 H -0.540 -4.032 0.284  0.07
25 Cl 6.606 -3.238 2.583  0.65
26 C 5.225 -2.430 1.903  -0.68
27 C 5.003 -1.095 2.185  -0.14
28 C 3.898 -0.469 1.639  -0.57
29 Cl 3.628 1.214 2.002  0.72
30 C 2.964 -1.116 0.802  -0.50
31 O 1.926 -0.512 0.313  -0.33
32 C 3.261 -2.474 0.551  -0.55
33 Cl 2.196 -3.360 -0.500  0.76
34 C 4.357 -3.127 1.082  -0.14
35 H 5.680 -0.544 2.823  0.10
36 H 4.531 -4.169 0.852  0.11
37 C 1.708 -1.234 -3.433  -0.39
38 S 0.082 -1.683 -2.797  0.72
39 C -0.952 -0.692 -3.886  -0.38
40 H 1.839 -1.646 -4.433  0.04
41 H 2.452 -1.665 -2.766  0.00
42 H 1.817 -0.152 -3.451  0.02
43 H -0.640 0.350 -3.829  0.01
44 H -1.972 -0.779 -3.521  0.02
45 H -0.871 -1.056 -4.909  0.04
46 C 4.518 2.309 -1.670  -0.02
47 C 3.084 2.339 -2.079  -0.31
48 C 2.427 3.035 -3.071  0.00
49 C 1.080 2.630 -2.979  -0.36
50 N 0.919 1.754 -1.994  0.08
51 N 2.147 1.598 -1.462  0.04
52 C -0.067 3.055 -3.839  -0.04
53 H 5.097 2.985 -2.296  0.08
54 H 4.937 1.306 -1.775  0.08
55 H 4.639 2.611 -0.630  0.06
56 H 2.861 3.735 -3.766  0.11
57 H 2.263 0.913 -0.712  0.09
58 H -0.070 4.136 -3.979  0.08
59 H -1.013 2.763 -3.387  0.06
60 H -0.009 2.596 -4.828  0.08
61 Cl -7.619 1.192 3.162  0.65
62 C -6.357 0.584 2.131  -0.67
63 C -6.372 0.899 0.781  -0.10
64 C -5.357 0.418 -0.031  -0.02
65 C -4.344 -0.375 0.494  -0.14
66 C -4.353 -0.684 1.849  -0.02
67 C -5.356 -0.204 2.677  -0.10
68 C -3.213 -0.839 -0.398  -0.63
69 O -3.132 -0.375 -1.541  0.00
70 O -2.366 -1.633 0.134  -0.19
71 H -7.167 1.513 0.381  0.10
72 H -5.333 0.653 -1.087  0.12
73 H -3.557 -1.300 2.244  0.11
74 H -5.371 -0.436 3.733  0.10


No. 2
Here is a structure of composition C29H21IN6O10S2Zr from the OMol25 dataset. Energies are from ωB97M-V/def2-TZVPD.

Orbital gap = 6.97 eV
LUMO = -1.281 eV
Electronic energy = -3339.7746 hartree
Energy relative to the best compared isomer or geometry (same formula, charge and spin) = 87.44 kJ/mol

Last column: Löwdin charge in e.
CARTESIAN COORDINATES (ANGSTROEM)
1 Zr 1.281 -0.517 -0.068  1.64
2 I -1.826 -0.930 0.197  1.20
3 C -1.840 -2.157 -1.484  -0.61
4 C -2.963 -2.881 -1.762  -0.15
5 C -3.001 -3.710 -2.899  -0.08
6 C -1.913 -3.773 -3.718  -0.04
7 C -0.745 -3.022 -3.441  -0.16
8 C 0.361 -3.100 -4.322  -0.03
9 C 1.477 -2.363 -4.078  -0.07
10 C 1.536 -1.541 -2.932  -0.14
11 C 0.521 -1.439 -2.003  -0.23
12 C -0.673 -2.190 -2.290  -0.24
13 H -3.826 -2.824 -1.112  0.09
14 H -3.892 -4.285 -3.114  0.10
15 H -1.922 -4.401 -4.600  0.11
16 H 0.291 -3.747 -5.188  0.11
17 H 2.326 -2.402 -4.748  0.11
18 H 2.454 -0.989 -2.788  0.07
19 S -1.110 1.226 2.712  0.59
20 C -1.888 2.582 2.054  -0.85
21 N -2.904 2.475 1.190  0.02
22 C -3.590 3.610 0.592  -0.16
23 C -2.615 4.766 0.455  -0.17
24 C -1.994 5.053 1.811  -0.16
25 N -1.498 3.816 2.398  0.01
26 H -3.141 1.541 0.905  0.04
27 H -4.446 3.899 1.212  0.12
28 H -3.973 3.299 -0.379  0.12
29 H -3.129 5.654 0.087  0.12
30 H -1.831 4.495 -0.252  0.09
31 H -2.725 5.516 2.481  0.12
32 H -1.152 5.738 1.707  0.12
33 H -0.725 3.843 3.041  0.12
34 O -0.089 3.536 -0.207  0.09
35 C 0.593 2.591 0.113  -0.56
36 O 0.413 1.355 -0.281  -0.29
37 C 1.835 2.757 0.956  -0.10
38 C 2.629 3.890 0.858  0.10
39 C 3.888 3.865 1.432  -0.10
40 C 4.426 2.745 2.044  0.10
41 C 3.596 1.646 2.131  -0.11
42 C 2.297 1.665 1.664  -0.02
43 N 4.159 0.358 2.544  -0.30
44 O 3.708 -0.630 1.979  0.05
45 O 5.048 0.343 3.358  0.14
46 N 4.741 5.069 1.321  -0.35
47 O 4.250 6.052 0.810  0.09
48 O 5.872 4.991 1.751  0.09
49 H 2.288 4.760 0.315  0.14
50 H 5.446 2.728 2.398  0.14
51 H 1.607 0.859 1.912  0.05
52 O 1.459 -0.511 3.861  0.07
53 C 1.506 -1.524 3.207  -0.51
54 N 0.923 -1.669 1.949  -0.23
55 S 1.302 -3.098 1.290  0.64
56 O 0.236 -4.000 1.002  -0.25
57 O 2.081 -2.645 0.105  -0.41
58 C 2.312 -3.695 2.586  -0.22
59 C 2.991 -4.893 2.693  -0.02
60 C 3.676 -5.109 3.881  -0.05
61 C 3.656 -4.165 4.907  -0.04
62 C 2.953 -2.975 4.778  0.02
63 C 2.274 -2.752 3.594  -0.14
64 H 2.994 -5.621 1.894  0.13
65 H 4.235 -6.026 4.015  0.11
66 H 4.200 -4.369 5.819  0.11
67 H 2.934 -2.231 5.562  0.13
68 O 5.354 0.584 -1.135  0.14
69 C 4.199 0.426 -1.022  -0.45
70 N 3.011 0.296 -0.910  -0.04


No. 3
Here is a cluster of 2 separate species, C32H25F4N2 in total from the OMol25 dataset. Energies are from ωB97M-V/def2-TZVPD.

Orbital gap = 2.84 eV
LUMO = -6.796 eV
Total charge = +1
Electronic energy = -1743.0504 hartree
Energy relative to the best compared isomer or geometry (same formula, charge and spin) = 0.00 kJ/mol

Last column: Löwdin charge in e.
CARTESIAN COORDINATES (ANGSTROEM)
1 F 4.077 -3.894 0.695  0.11
2 C 3.935 -2.786 -0.066  -0.21
3 C 4.870 -1.771 0.004  0.14
4 C 4.719 -0.631 -0.762  -0.21
5 F 5.633 0.361 -0.680  0.11
6 C 3.640 -0.511 -1.604  0.09
7 C 2.669 -1.526 -1.716  -0.16
8 C 1.603 -1.314 -2.627  0.16
9 C 0.511 -2.117 -3.043  -0.16
10 C -0.355 -1.582 -4.018  0.09
11 C -1.434 -2.289 -4.493  -0.21
12 F -2.232 -1.758 -5.445  0.11
13 C -1.696 -3.555 -4.006  0.14
14 C -0.870 -4.119 -3.052  -0.21
15 F -1.130 -5.355 -2.572  0.11
16 C 0.215 -3.416 -2.584  0.09
17 C 2.854 -2.665 -0.907  0.09
18 H 5.716 -1.870 0.656  0.15
19 H 3.556 0.387 -2.192  0.14
20 H 1.640 -0.353 -3.116  0.13
21 H -0.177 -0.601 -4.425  0.14
22 H -2.539 -4.107 -4.374  0.15
23 H 0.824 -3.915 -1.863  0.11
24 H 2.154 -3.472 -0.895  0.11
25 N -5.035 2.006 -4.266  0.16
26 C -4.616 1.818 -3.198  -0.20
27 C -4.090 1.589 -1.917  -0.25
28 C -3.661 2.647 -1.118  -0.01
29 C -3.099 2.418 0.116  -0.01
30 C -2.953 1.110 0.607  -0.22
31 C -2.270 0.807 1.865  0.00
32 C -1.004 1.226 2.196  -0.19
33 N -0.359 0.715 3.328  -0.07
34 C -0.795 -0.503 4.059  -0.15
35 C 0.230 -0.753 5.185  -0.15
36 C 1.427 0.193 4.897  -0.15
37 C 1.085 0.928 3.586  -0.15
38 C -0.235 2.105 1.291  -0.20
39 C 0.112 1.681 0.009  -0.04
40 C 0.827 2.505 -0.829  -0.09
41 C 1.218 3.757 -0.397  -0.08
42 C 0.883 4.190 0.871  -0.06
43 C 0.158 3.374 1.709  -0.03
44 C -3.431 0.055 -0.186  -0.03
45 C -3.975 0.293 -1.425  -0.04
46 H -3.784 3.651 -1.492  0.12
47 H -2.774 3.249 0.722  0.12
48 H -2.751 0.112 2.533  0.10
49 H -1.810 -0.360 4.444  0.11
50 H -0.821 -1.336 3.347  0.12
51 H -0.209 -0.544 6.170  0.11
52 H 0.546 -1.805 5.215  0.11
53 H 1.570 0.906 5.720  0.11
54 H 2.371 -0.362 4.812  0.10
55 H 1.645 0.525 2.735  0.11
56 H 1.286 2.003 3.640  0.11
57 H -0.184 0.697 -0.312  0.11
58 H 1.089 2.170 -1.819  0.09
59 H 1.773 4.403 -1.055  0.11
60 H 1.192 5.166 1.208  0.11
61 H -0.110 3.702 2.698  0.13
62 H -3.323 -0.955 0.175  0.11
63 H -4.305 -0.524 -2.044  0.11


No. 4
Here is the ion C5H10N with charge +1 from the OMol25 dataset. Energies are from ωB97M-V/def2-TZVPD.

Orbital gap = 10.67 eV
LUMO = -3.634 eV
Total charge = +1
Electronic energy = -250.8881 hartree
Energy relative to the best compared isomer or geometry (same formula, charge and spin) = 307.61 kJ/mol
Structure (SMILES) = CCC1([NH3+])C=C1

Last column: Löwdin charge in e.
CARTESIAN COORDINATES (ANGSTROEM)
1 C 1.655 -0.687 -0.773  -0.08
2 C 0.750 -0.602 0.439  -0.21
3 C -0.507 0.165 0.258  -0.37
4 N -0.428 1.625 0.224  0.27
5 C -1.660 -0.476 -0.488  0.02
6 C -1.946 -0.577 0.784  0.18
7 H 1.008 -0.672 -1.647  0.08
8 H 2.283 -1.592 -0.905  0.10
9 H 2.394 0.083 -0.825  0.07
10 H 1.289 -0.157 1.252  0.11
11 H 0.474 -1.668 0.688  0.15
12 H -1.107 2.196 0.781  0.21
13 H -0.462 2.065 -0.677  0.18
14 H 0.362 1.841 0.691  0.12
15 H -1.657 -0.842 -1.479  0.11
16 H -2.447 -0.703 1.677  0.08


No. 5
Here is an isolated molecule of C5H8OS from the OMol25 dataset. Energies are from ωB97M-V/def2-TZVPD.

Orbital gap = 9.03 eV
LUMO = 0.328 eV
Electronic energy = -668.6262 hartree
Energy relative to the best compared isomer or geometry (same formula, charge and spin) = 294.87 kJ/mol

Last column: Löwdin charge in e.
CARTESIAN COORDINATES (ANGSTROEM)
1 C 2.852 -1.196 0.134  0.00
2 C -1.569 1.050 -0.200  -0.41
3 C 1.861 -0.356 0.431  -0.22
4 C -0.258 0.700 0.276  -0.20
5 C 0.654 -0.107 -0.306  -0.11
6 O -2.849 -1.240 -0.789  -0.59
7 S -2.852 -0.202 0.221  0.84
8 H 3.684 -1.337 0.752  0.03
9 H 2.897 -2.014 -0.607  0.07
10 H -1.779 1.981 0.299  0.08
11 H -1.591 1.141 -1.318  0.12
12 H 2.033 0.211 1.423  0.13
13 H 0.241 1.293 1.128  0.13
14 H 0.580 -0.651 -1.231  0.12
15 H -3.902 0.727 -0.212  0.02


No. 6
Here is a cluster of 2 separate species, C4H8Si in total from the OMol25 dataset. Energies are from ωB97M-V/def2-TZVPD.

Orbital gap (spin up / spin down) = 8.27 / 7.77 eV
LUMO (spin up / spin down) = -0.517 / -0.172 eV
Electronic energy = -446.4887 hartree
Energy relative to the best compared isomer or geometry (same formula, charge and spin) = 440.09 kJ/mol

Last column: Löwdin charge in e.
CARTESIAN COORDINATES (ANGSTROEM)
1 C 2.419 0.683 1.258  -0.15
2 C 1.524 1.623 1.176  -0.06
3 C -0.875 -0.761 -1.350  -0.36
4 C -1.735 -1.044 -0.090  -0.36
5 Si -1.170 0.737 -0.259  0.78
6 H 3.404 0.825 1.705  0.05
7 H 2.239 -0.313 0.887  0.03
8 H 1.542 2.645 1.491  0.00
9 H 0.089 -1.247 -1.370  0.04
10 H -1.380 -0.861 -2.301  0.04
11 H -2.766 -1.318 -0.275  0.04
12 H -1.282 -1.698 0.641  0.04
13 H -2.049 1.853 -0.560  -0.11